# 1
{
  "formula": "C49H37BrF4N3P3W",
  "method": "wB97M-V/def2-TZVPD",
  "symbols": ["W", "F", "C", "C", "F", "C", "F", "C", "P", "C", "C", "C", "C", "C", "C", "C", "C", "C", "C", "C", "C", "C", "Br", "C", "F", "H", "H", "H", "H", "H", "H", "H", "H", "H", "H", "C", "N", "P", "C", "C", "C", "C", "C", "C", "C", "C", "C", "C", "C", "C", "P", "C", "C", "C", "C", "C", "C", "C", "C", "C", "C", "C", "C", "H", "H", "H", "H", "H", "H", "H", "H", "H", "H", "H", "H", "H", "H", "H", "H", "H", "H", "H", "H", "H", "H", "H", "N", "C", "C", "C", "C", "C", "N", "C", "H", "H", "H", "H"],
  "coordinates": [[0.759, 0.443, -0.783], [7.680, -0.673, 1.875], [6.389, -0.733, 1.702], [5.582, -1.522, 2.535], [6.113, -2.223, 3.504], [4.200, -1.560, 2.329], [3.435, -2.301, 3.120], [3.580, -0.828, 1.314], [1.753, -0.974, 1.103], [1.577, -2.745, 0.728], [1.287, -3.719, 1.681], [1.191, -5.047, 1.295], [1.412, -5.415, -0.023], [1.768, -4.453, -0.963], [1.836, -3.120, -0.599], [1.205, -0.627, 2.804], [0.125, -1.295, 3.381], [-0.167, -1.098, 4.721], [0.585, -0.218, 5.483], [1.628, 0.486, 4.897], [1.935, 0.293, 3.564], [4.408, -0.062, 0.502], [3.624, 0.953, -0.901], [5.783, 0.005, 0.677], [6.485, 0.779, -0.126], [1.166, -3.454, 2.720], [0.960, -5.794, 2.039], [1.319, -6.450, -0.320], [1.999, -4.763, -1.972], [2.136, -2.358, -1.329], [-0.455, -2.000, 2.806], [-0.975, -1.658, 5.165], [0.368, -0.089, 6.531], [2.208, 1.178, 5.487], [2.768, 0.831, 3.128], [-2.692, 2.846, 0.154], [-2.192, 1.506, -0.171], [-1.149, 0.644, 0.911], [-0.344, 1.948, 1.903], [0.770, 2.496, 1.252], [1.535, 3.478, 1.842], [1.172, 3.934, 3.108], [0.067, 3.412, 3.760], [-0.689, 2.406, 3.170], [-2.352, -0.447, 1.701], [-3.322, 0.045, 2.572], [-4.325, -0.806, 3.008], [-4.368, -2.124, 2.576], [-3.396, -2.610, 1.710], [-2.386, -1.775, 1.266], [-1.562, 1.095, -1.717], [-2.010, -0.663, -1.959], [-3.266, -1.208, -2.209], [-3.371, -2.527, -2.623], [-2.235, -3.294, -2.830], [-0.969, -2.780, -2.551], [-0.883, -1.481, -2.105], [-2.582, 1.996, -2.902], [-2.084, 2.602, -4.048], [-2.968, 3.211, -4.926], [-4.331, 3.200, -4.668], [-4.823, 2.577, -3.529], [-3.958, 1.972, -2.638], [-3.143, 2.823, 1.142], [-3.462, 3.138, -0.557], [-1.904, 3.604, 0.142], [1.013, 2.150, 0.182], [2.389, 3.908, 1.343], [1.769, 4.706, 3.569], [-0.206, 3.785, 4.737], [-1.525, 1.976, 3.702], [-3.309, 1.068, 2.913], [-5.078, -0.438, 3.689], [-5.159, -2.775, 2.920], [-3.418, -3.641, 1.390], [-1.616, -2.141, 0.591], [-4.158, -0.614, -2.099], [-4.347, -2.948, -2.820], [-2.315, -4.294, -3.224], [-0.093, -3.391, -2.710], [0.157, -1.015, -1.893], [-1.026, 2.598, -4.261], [-2.595, 3.689, -5.818], [-5.016, 3.671, -5.357], [-5.885, 2.553, -3.334], [-4.342, 1.489, -1.749], [3.735, -0.589, -6.352], [3.213, 0.147, -5.653], [2.568, 1.049, -4.755], [2.644, 2.437, -4.916], [1.977, 3.234, -3.995], [1.315, 2.641, -2.933], [1.261, 1.310, -2.756], [1.856, 0.532, -3.672], [3.198, 2.875, -5.735], [1.976, 4.310, -4.097], [0.797, 3.256, -2.201], [1.775, -0.549, -3.561]],
  "atomic_forces_ev_per_a": [[0.6, 0.7, -0.6], [-0.2, 0.0, 0.0], [-0.4, 0.0, 0.0], [0.0, 0.1, -0.2], [0.0, 0.1, -0.1], [-0.1, 0.2, -0.2], [0.4, -0.1, 0.1], [0.0, 0.2, -0.4], [0.7, -1.1, 1.4], [-0.3, 0.3, -0.4], [0.0, 0.1, 0.1], [0.0, 0.0, 0.0], [0.0, 0.1, 0.0], [0.0, 0.0, -0.1], [0.0, 0.2, 0.1], [-0.1, 0.1, -0.2], [0.2, -0.1, -0.2], [-0.1, 0.0, 0.0], [-0.1, -0.1, -0.1], [0.0, 0.1, -0.1], [0.1, -0.1, -0.1], [0.0, -0.3, 0.5], [-0.6, -0.2, 0.0], [-0.4, 0.0, -0.1], [0.3, 0.0, 0.0], [0.0, -0.1, 0.0], [0.0, -0.1, 0.0], [0.1, -0.1, 0.0], [0.0, 0.0, -0.1], [0.0, -0.2, 0.1], [0.0, 0.0, 0.1], [-0.1, 0.0, 0.1], [0.0, 0.0, 0.1], [0.1, 0.1, 0.1], [0.0, 0.0, 0.0], [-0.2, 0.3, 0.1], [1.1, -0.1, -0.7], [-1.4, 1.1, 0.2], [-0.1, -0.6, -0.4], [-0.6, -0.5, 0.1], [0.4, 0.0, -0.3], [-0.1, -0.1, -0.2], [0.0, 0.0, 0.0], [0.0, -0.2, -0.3], [0.7, -0.3, -0.2], [0.1, 0.1, 0.0], [0.0, 0.1, 0.0], [0.1, 0.0, 0.0], [0.0, -0.1, 0.0], [0.1, 0.2, 0.0], [-1.9, -1.1, 1.4], [0.7, 0.5, -0.2], [0.1, 0.0, 0.1], [-0.1, 0.1, 0.1], [0.3, 0.2, 0.0], [0.5, -0.3, 0.0], [-0.4, 0.7, 0.3], [0.8, 0.1, 0.0], [0.0, 0.1, 0.0], [0.0, 0.0, -0.1], [0.1, 0.0, 0.0], [-0.1, -0.1, 0.1], [0.1, 0.0, 0.1], [0.0, 0.0, 0.1], [0.1, 0.0, 0.1], [0.0, 0.0, 0.0], [0.2, 0.8, 0.4], [0.1, 0.0, -0.1], [0.0, 0.1, 0.1], [0.0, 0.0, 0.1], [0.0, 0.0, 0.0], [0.0, 0.1, 0.0], [0.0, 0.0, 0.0], [0.0, 0.0, 0.0], [0.0, -0.1, 0.0], [-0.1, -0.1, 0.0], [-0.1, 0.1, 0.0], [-0.1, 0.0, 0.0], [0.0, -0.1, 0.0], [0.0, 0.0, 0.1], [-0.2, -0.8, -0.7], [0.1, 0.0, -0.1], [0.1, 0.1, -0.1], [0.0, 0.1, -0.1], [-0.1, 0.0, 0.0], [-0.1, 0.1, 0.0], [0.3, -0.5, -0.4], [-0.3, 0.3, 0.3], [-0.3, 0.2, 0.3], [-0.2, -0.2, 0.2], [-0.1, -0.2, 0.2], [0.0, 0.8, 0.0], [0.3, -0.2, 0.2], [0.2, -0.4, -0.5], [0.0, 0.0, -0.1], [0.0, 0.0, 0.1], [0.1, 0.0, 0.0], [0.1, 0.2, 0.0]],
  "multiplicity": 3,
  "charge": 4,
  "homo_lumo_gap_ev": [5.5645, 5.6049],
  "e_lumo_ev": [-13.4, -13.3],
  "relative_energy_ev": 2.676
}

***

# 2
{
  "formula": "CHO5S",
  "method": "wB97M-V/def2-TZVPD",
  "symbols": ["O", "C", "O", "S", "O", "O", "O", "H"],
  "coordinates": [[2.644, 0.101, -0.121], [1.436, 0.194, -0.108], [0.648, -0.022, 0.883], [-1.177, -0.277, 0.199], [-2.076, -0.441, 1.321], [-0.999, -1.389, -0.752], [-1.359, 1.020, -0.462], [0.884, 0.812, -0.960]],
  "atomic_forces_ev_per_a": [[-0.1, -0.6, 0.3], [-0.1, 3.1, -2.5], [-2.4, -1.6, 0.8], [-0.4, 1.3, -2.3], [1.5, -0.6, 0.0], [0.1, 1.1, 2.0], [0.5, -1.1, 0.6], [0.9, -1.6, 1.0]],
  "multiplicity": 1,
  "charge": -1,
  "smiles": "O=COS(=O)(=O)[O-]",
  "homo_lumo_gap_ev": 10.0271,
  "e_lumo_ev": 3.9,
  "relative_energy_ev": 0.843
}

***

# 3
{
  "formula": "C4H28O9",
  "method": "wB97M-V/def2-TZVPD",
  "symbols": ["C", "C", "C", "C", "H", "H", "H", "H", "H", "H", "H", "H", "H", "H", "H", "H", "O", "H", "H", "O", "H", "H", "O", "H", "H", "O", "H", "H", "O", "H", "H", "O", "H", "H", "O", "H", "H", "O", "H", "H", "O"],
  "coordinates": [[3.375, -1.942, 2.129], [2.036, -1.254, 2.168], [1.492, -1.463, 3.731], [2.235, 0.282, 2.093], [3.524, -2.943, 1.718], [4.179, -1.300, 1.615], [3.682, -2.205, 3.101], [1.351, -1.700, 1.411], [0.518, -0.954, 3.575], [2.202, -1.204, 4.529], [1.169, -2.583, 3.878], [1.580, 0.989, 2.432], [3.218, 0.695, 2.402], [2.126, 0.533, 0.995], [-3.511, 2.300, -1.837], [-2.108, 1.692, -2.182], [-2.633, 2.450, -1.798], [-3.240, 0.327, -2.630], [-3.253, -0.526, -1.333], [-3.753, 0.029, -1.976], [0.726, -2.692, -3.712], [-0.587, -2.821, -2.679], [0.386, -2.562, -2.880], [-0.322, 3.484, 1.094], [-1.315, 2.797, 0.118], [-1.075, 2.977, 1.091], [-1.651, -0.219, 4.588], [-1.546, -0.383, 3.100], [-1.718, -0.871, 3.778], [-1.299, 0.393, -2.465], [-0.579, -0.934, -2.585], [-1.423, -0.548, -2.689], [-1.294, 0.151, 0.375], [-0.638, 1.420, 0.955], [-0.514, 0.677, 0.324], [0.179, 1.243, -1.259], [1.012, 1.170, -2.479], [0.026, 1.373, -2.240], [3.456, 0.283, -2.619], [2.277, -0.605, -2.243], [2.618, 0.208, -2.183]],
  "atomic_forces_ev_per_a": [[2.3, 0.4, -1.8], [0.0, 0.2, 3.5], [-1.8, -2.5, -3.2], [2.0, -0.8, -4.0], [-0.9, 0.0, -0.9], [-1.1, -0.9, 0.8], [0.7, 0.5, 1.6], [0.2, 0.8, 0.7], [0.8, 0.0, 1.5], [-0.4, 0.5, -0.6], [0.8, 1.9, -0.2], [-2.5, 1.0, 1.8], [-0.2, -0.9, -0.1], [0.7, -0.2, 0.7], [-4.4, -1.4, -0.2], [-1.2, 1.9, 0.8], [5.9, 0.8, -0.1], [3.2, 0.7, -3.6], [-0.2, 0.8, -1.5], [-4.4, -2.1, 5.0], [0.5, -0.8, -3.4], [2.4, 0.2, -1.4], [-2.7, 0.4, 4.9], [2.8, 2.0, -0.2], [0.3, 0.7, 1.6], [-3.5, -1.7, -1.5], [-0.2, -2.0, -2.5], [1.7, 4.8, -6.8], [-1.8, -2.7, 9.3], [1.1, -1.1, -0.3], [1.8, -0.4, 0.0], [-2.5, 0.1, -0.3], [-0.9, -0.7, -0.1], [0.0, -0.4, -0.2], [1.1, 0.0, 0.4], [-0.9, 0.1, -0.9], [-2.0, 0.4, -0.3], [3.6, 0.6, 1.3], [0.7, -0.3, -0.5], [-1.8, -5.4, -0.6], [0.9, 5.7, 1.1]],
  "multiplicity": 2,
  "charge": -1,
  "homo_lumo_gap_ev": [2.1961, 10.1275],
  "e_lumo_ev": [2.7, 2.6]
}

***

# 4
{
  "formula": "HNO",
  "method": "wB97M-V/def2-TZVPD",
  "symbols": ["N", "O", "H"],
  "coordinates": [[0.043, -0.441, -0.377], [-0.086, 0.402, 0.493], [0.388, -0.122, -1.308]],
  "atomic_forces_ev_per_a": [[-0.8, -0.4, 2.3], [0.6, -0.9, -2.4], [0.2, 1.3, 0.1]],
  "multiplicity": 1,
  "smiles": "N=O",
  "homo_lumo_gap_ev": 9.1211,
  "e_lumo_ev": -0.5,
  "relative_energy_ev": 0.134
}